[1]
C22H44Cl20IO5PS | ωB97M-V/def2-TZVPD

Each line ends with the Mulliken charge.
Cartesian coordinates (Å):
O1 1.659 -3.192 4.766  -0.55
S1 1.047 -3.148 3.433  0.99
O2 1.545 -4.022 2.371  -0.53
O3 -0.588 -3.236 3.764  -0.29
C1 -1.065 -1.860 3.660  -0.13
C2 -0.274 -1.375 2.393  0.12
P1 -0.324 0.494 2.018  0.14
O4 0.803 0.711 0.778  -0.28
I1 0.627 1.467 4.071  -0.15
O5 1.110 -1.582 2.846  -0.19
H1 -0.742 -1.384 4.600  0.36
H2 -2.143 -1.779 3.438  -0.04
H3 -0.511 -2.027 1.531  0.32
H4 1.560 1.148 1.188  0.21
Cl1 -4.191 -0.675 2.364  -0.19
C3 -5.079 -1.854 1.364  -0.26
C4 -6.177 -2.546 2.135  0.13
Cl2 -5.529 -3.638 3.388  -0.23
H5 -4.360 -2.566 0.965  0.18
H6 -5.507 -1.300 0.531  0.23
H7 -6.770 -3.157 1.459  -0.20
H8 -6.838 -1.831 2.621  0.36
Cl3 -5.092 -1.753 -2.356  -0.13
C5 -3.512 -2.265 -3.002  -0.24
C6 -2.620 -2.843 -1.928  -0.89
Cl4 -2.080 -1.606 -0.763  -0.09
H9 -3.051 -1.409 -3.489  0.16
H10 -3.709 -3.022 -3.759  0.37
H11 -1.722 -3.263 -2.381  0.43
H12 -3.124 -3.633 -1.374  0.42
Cl5 3.931 3.155 1.680  -0.16
C7 3.639 4.908 1.782  -0.41
C8 2.179 5.223 2.009  -0.45
Cl6 1.181 4.812 0.592  -0.15
H13 4.012 5.365 0.867  0.27
H14 4.231 5.283 2.617  0.31
H15 2.056 6.290 2.188  0.33
H16 1.781 4.682 2.866  0.26
Cl7 0.948 8.636 -4.310  -0.20
C9 0.812 6.868 -4.119  -0.27
C10 1.138 6.422 -2.713  -0.42
Cl8 2.860 6.644 -2.328  -0.18
H17 1.468 6.398 -4.847  0.14
H18 -0.215 6.601 -4.361  0.30
H19 0.923 5.359 -2.602  0.22
H20 0.553 6.969 -1.976  0.41
Cl9 -10.989 -2.834 -2.884  -0.19
C11 -9.413 -3.353 -3.531  -0.44
C12 -8.519 -3.930 -2.459  -0.43
Cl10 -7.981 -2.692 -1.297  -0.14
H21 -8.950 -2.497 -4.018  0.31
H22 -9.614 -4.110 -4.287  0.33
H23 -7.621 -4.348 -2.913  0.26
H24 -9.021 -4.719 -1.901  0.31
Cl11 -8.839 -4.974 1.217  -0.13
C13 -8.971 -5.752 2.814  -0.49
C14 -10.071 -5.145 3.651  -0.40
Cl12 -9.690 -3.476 4.147  -0.17
H25 -8.004 -5.673 3.308  0.24
H26 -9.180 -6.807 2.639  0.34
H27 -10.202 -5.725 4.564  0.30
H28 -11.018 -5.129 3.115  0.31
Cl13 8.639 1.784 -0.129  -0.20
C15 8.490 1.032 1.480  -0.09
C16 7.431 1.697 2.326  -0.32
Cl14 7.896 3.351 2.803  -0.21
H29 9.464 1.069 1.961  -0.05
H30 8.229 -0.013 1.319  0.31
H31 7.285 1.131 3.245  0.32
H32 6.478 1.753 1.803  0.21
Cl15 13.636 0.582 5.308  -0.19
C17 12.508 1.602 4.382  -0.45
C18 11.087 1.095 4.458  -0.16
Cl16 10.879 -0.454 3.597  -0.18
H33 12.860 1.647 3.353  0.32
H34 12.563 2.603 4.807  0.31
H35 10.414 1.813 3.988  0.03
H36 10.769 0.952 5.488  0.36
Cl17 1.904 -3.034 -4.167  -0.19
C19 1.532 -1.298 -4.041  -0.47
C20 0.058 -1.046 -3.832  -0.06
Cl18 -0.907 -1.464 -5.275  -0.21
H37 1.897 -0.808 -4.942  0.27
H38 2.094 -0.913 -3.190  0.33
H39 -0.112 0.012 -3.633  0.34
H40 -0.325 -1.617 -2.991  -0.04
Cl19 0.327 3.615 -5.526  -0.18
C21 1.903 3.077 -6.160  -0.55
C22 2.809 2.563 -5.066  -0.19
Cl20 3.363 3.854 -3.968  -0.13
H41 2.356 3.908 -6.697  0.36
H42 1.699 2.279 -6.873  0.36
H43 3.703 2.123 -5.507  0.35
H44 2.313 1.802 -4.466  -0.02

Atoms 1-3, force components in eV/Å:
-0.810 0.183 -2.765
2.074 -0.453 1.644
-1.742 1.392 1.951

Highest occupied orbital energy   -9.14 eV
Molecular weight   1287.59 g/mol
Orbital gap   8.80 eV
Multiplicity   1
E   -312440.2955 eV
Charge   0

***

[2]
C5H4O3 | ωB97M-V/def2-TZVPD

Each line ends with the Mulliken charge.
Cartesian coordinates (Å):
C1 -0.296 1.789 -0.763  -0.04
C2 -0.673 -0.143 0.004  0.73
C3 -0.916 -1.347 0.582  -0.77
C4 1.286 -0.925 0.709  -0.79
C5 0.736 0.042 -0.013  0.78
H1 -0.391 2.353 -1.671  0.21
H2 -0.383 2.450 0.077  0.28
H3 -1.725 -1.933 0.936  0.41
H4 2.280 -1.279 1.102  0.35
O1 -1.340 0.833 -0.670  -0.43
O2 0.282 -1.768 0.989  -0.31
O3 0.983 1.173 -0.764  -0.43

Atoms 1-3, force components in eV/Å:
-0.016 1.221 -0.779
-0.645 -1.480 -0.161
0.215 1.664 -0.281

ΔE to the lowest compared entry with this formula, charge and spin   2.907 eV
Highest occupied orbital energy   -8.78 eV
Molecular weight   112.08 g/mol
Orbital gap   9.73 eV
Multiplicity   1
E   -11389.4615 eV
Charge   0

***

[3]
C5H12N4O | ωB97M-V/def2-TZVPD

Each line ends with the Mulliken charge.
Cartesian coordinates (Å):
C1 0.680 0.530 -1.541  -0.81
C2 2.446 0.206 0.104  -1.03
C3 -2.020 -1.589 -0.077  -1.07
N1 1.019 0.249 -0.142  -0.04
N2 -1.329 -0.368 -0.481  -0.16
C4 -0.368 -0.536 -1.619  0.53
C5 -0.263 0.902 0.811  0.56
N3 -0.377 0.171 1.967  -0.44
N4 -0.403 2.177 0.781  -0.77
O1 -0.448 -1.470 -2.384  -0.57
H1 -1.893 0.477 -0.496  0.39
H2 -0.418 0.723 2.811  0.22
H3 0.207 -0.655 1.952  0.24
H4 -0.459 2.601 1.704  0.24
H5 1.475 0.335 -2.269  0.39
H6 0.249 1.520 -1.760  0.31
H7 2.636 -0.034 1.156  0.30
H8 2.916 -0.580 -0.506  0.34
H9 2.934 1.170 -0.101  0.33
H10 -2.224 -1.630 0.992  0.37
H11 -1.423 -2.481 -0.258  0.32
H12 -2.939 -1.718 -0.645  0.35

Atoms 1-3, force components in eV/Å:
-0.830 -0.414 0.292
-0.150 1.076 0.987
-0.250 -0.182 -0.076

ΔE to the lowest compared entry with this formula, charge and spin   3.062 eV
Highest occupied orbital energy   -8.19 eV
Molecular weight   144.18 g/mol
Orbital gap   9.00 eV
Multiplicity   1
E   -13384.3747 eV
Charge   0

***

[4]
C3H8N2 | ωB97M-V/def2-TZVPD

Each line ends with the Mulliken charge.
Cartesian coordinates (Å):
C1 -0.122 -1.780 0.814  -1.09
C2 -0.855 -0.449 0.384  -0.37
C3 0.031 0.530 -0.315  0.53
H1 0.720 -1.625 1.528  0.32
H2 0.203 -2.251 -0.127  0.29
H3 -0.864 -2.474 1.277  0.31
H4 -1.318 -0.005 1.293  0.27
H5 -1.716 -0.689 -0.317  0.25
H6 1.708 0.214 0.872  0.26
H7 1.717 1.401 -0.412  0.33
H8 -1.183 0.905 -1.817  0.23
N1 1.146 0.977 0.365  -0.53
N2 -0.229 1.126 -1.450  -0.78

Atoms 1-3, force components in eV/Å:
-0.843 0.312 -0.430
-1.047 -1.161 0.373
-1.317 1.288 -1.532

ΔE to the lowest compared entry with this formula, charge and spin   1.153 eV
Highest occupied orbital energy   -9.35 eV
Molecular weight   72.11 g/mol
Orbital gap   10.30 eV
Multiplicity   1
E   -6220.6937 eV
Charge   0

***

Repeat the fourth record exactly.
C3H8N2 | ωB97M-V/def2-TZVPD

Each line ends with the Mulliken charge.
Cartesian coordinates (Å):
C1 -0.122 -1.780 0.814  -1.09
C2 -0.855 -0.449 0.384  -0.37
C3 0.031 0.530 -0.315  0.53
H1 0.720 -1.625 1.528  0.32
H2 0.203 -2.251 -0.127  0.29
H3 -0.864 -2.474 1.277  0.31
H4 -1.318 -0.005 1.293  0.27
H5 -1.716 -0.689 -0.317  0.25
H6 1.708 0.214 0.872  0.26
H7 1.717 1.401 -0.412  0.33
H8 -1.183 0.905 -1.817  0.23
N1 1.146 0.977 0.365  -0.53
N2 -0.229 1.126 -1.450  -0.78

Atoms 1-3, force components in eV/Å:
-0.843 0.312 -0.430
-1.047 -1.161 0.373
-1.317 1.288 -1.532

ΔE to the lowest compared entry with this formula, charge and spin   1.153 eV
Highest occupied orbital energy   -9.35 eV
Molecular weight   72.11 g/mol
Orbital gap   10.30 eV
Multiplicity   1
E   -6220.6937 eV
Charge   0

***

What did the second record say?
C5H4O3 | ωB97M-V/def2-TZVPD

Each line ends with the Mulliken charge.
Cartesian coordinates (Å):
C1 -0.296 1.789 -0.763  -0.04
C2 -0.673 -0.143 0.004  0.73
C3 -0.916 -1.347 0.582  -0.77
C4 1.286 -0.925 0.709  -0.79
C5 0.736 0.042 -0.013  0.78
H1 -0.391 2.353 -1.671  0.21
H2 -0.383 2.450 0.077  0.28
H3 -1.725 -1.933 0.936  0.41
H4 2.280 -1.279 1.102  0.35
O1 -1.340 0.833 -0.670  -0.43
O2 0.282 -1.768 0.989  -0.31
O3 0.983 1.173 -0.764  -0.43

Atoms 1-3, force components in eV/Å:
-0.016 1.221 -0.779
-0.645 -1.480 -0.161
0.215 1.664 -0.281

ΔE to the lowest compared entry with this formula, charge and spin   2.907 eV
Highest occupied orbital energy   -8.78 eV
Molecular weight   112.08 g/mol
Orbital gap   9.73 eV
Multiplicity   1
E   -11389.4615 eV
Charge   0

***

Q: What is the charge in the fourth record?
A: 0